A molecular structure, C21H29N10O2SSbTi. Source: the OMol25 dataset; level of theory: ωB97M-V/def2-TZVPD.

Properties
HOMO level (spin up / spin down) (eV): -12.610 / -12.707

Geometry as ORCA input:
```
! RIJCOSX wB97M-V def2-TZVPD def2/J DEFGRID3
* xyz 2 3
Ti -0.361 0.552 0.030
C -3.700 0.317 -0.484
C -3.072 1.586 -0.983
C -3.869 2.577 -1.545
C -3.303 3.731 -2.024
C -1.922 3.882 -1.951
C -1.165 2.885 -1.382
N -1.736 1.749 -0.898
Sb 1.009 3.187 -1.301
C 1.032 2.751 0.841
C 1.882 3.437 1.681
C 1.600 3.452 3.048
C 0.427 2.895 3.502
C -0.419 2.237 2.618
C -1.779 1.758 3.030
N -0.064 2.112 1.324
C 1.359 1.208 -2.123
C 2.273 1.053 -3.141
C 2.234 -0.119 -3.894
C 1.237 -1.038 -3.660
C 0.328 -0.840 -2.633
C -0.841 -1.756 -2.455
N 0.437 0.259 -1.844
H -3.963 -0.322 -1.329
H -4.621 0.540 0.051
H -3.056 -0.250 0.175
H -4.941 2.422 -1.598
H -3.920 4.514 -2.451
H -1.445 4.775 -2.332
H 2.745 3.954 1.281
H 2.270 3.952 3.740
H 0.143 2.974 4.545
H -2.475 2.594 2.944
H -1.784 1.416 4.062
H -2.138 0.947 2.407
H 2.995 1.831 -3.348
H 2.959 -0.290 -4.683
H 1.147 -1.923 -4.276
H -0.634 -2.729 -2.894
H -1.701 -1.322 -2.975
H -1.096 -1.900 -1.412
N 3.508 0.425 -0.039
N 3.455 0.192 1.353
C 2.330 -0.243 1.916
N 2.359 -0.546 3.212
N 1.267 -0.379 1.117
N 0.050 -0.718 1.685
O -0.873 -1.096 0.730
O -0.248 -0.744 2.917
H 3.233 -0.435 -0.510
H 4.475 0.606 -0.273
H 4.321 0.060 1.845
H 3.212 -0.501 3.740
H 1.494 -0.808 3.655
C -1.229 -5.480 0.708
N -0.438 -4.286 0.428
C 0.707 -4.273 -0.262
N 1.119 -5.451 -0.758
S 1.590 -2.834 -0.517
H -2.105 -5.189 1.279
H -0.663 -6.199 1.303
H -1.565 -5.961 -0.212
H -0.744 -3.396 0.778
H 0.659 -6.321 -0.550
H 2.013 -5.478 -1.211
*
```

=====

A molecular structure, C50H39FN8O5Zr. Source: the OMol25 dataset; level of theory: ωB97M-V/def2-TZVPD.

Properties
HOMO level (eV): -7.141

Geometry as ORCA input:
```
! RIJCOSX wB97M-V def2-TZVPD def2/J DEFGRID3
* xyz 0 1
Zr -0.526 1.184 1.074
C 5.800 -1.015 4.625
C 5.700 -1.548 3.213
C 6.949 -1.296 2.390
C 6.848 -2.042 1.072
C 5.550 -1.728 0.368
C 5.408 -1.927 -0.981
C 4.209 -1.623 -1.626
F 4.133 -1.859 -2.946
C 3.141 -1.099 -0.968
C 3.271 -0.862 0.409
C 2.158 -0.269 1.136
O 1.080 -0.065 0.522
C 2.376 0.063 2.488
C 3.537 -0.367 3.085
N 4.529 -0.991 2.462
C 4.449 -1.198 1.075
C 1.474 0.862 3.386
O 1.643 0.888 4.574
O 0.540 1.570 2.742
H 6.690 -1.453 5.078
H 4.951 -1.288 5.251
H 5.910 0.072 4.642
H 5.534 -2.629 3.255
H 7.819 -1.625 2.959
H 7.054 -0.219 2.223
H 6.900 -3.118 1.266
H 7.683 -1.803 0.413
H 6.231 -2.323 -1.565
H 2.209 -0.884 -1.475
H 3.642 -0.187 4.143
O -1.420 3.153 -0.019
C -1.646 2.457 -1.025
N -2.348 2.769 -2.131
C -2.448 1.606 -3.016
C -1.474 0.625 -2.291
O -1.089 -0.416 -2.751
N -1.133 1.183 -1.074
C -1.917 1.890 -4.415
C -1.220 3.054 -4.711
C -0.688 3.252 -5.983
C -0.841 2.282 -6.961
C -1.529 1.110 -6.664
C -2.065 0.918 -5.401
C -3.866 1.038 -2.996
C -4.825 1.552 -3.863
C -6.141 1.116 -3.793
C -6.508 0.156 -2.859
C -5.555 -0.368 -1.995
C -4.241 0.074 -2.064
H -3.016 3.523 -2.124
H -1.093 3.813 -3.950
H -0.159 4.170 -6.205
H -0.430 2.437 -7.951
H -1.650 0.343 -7.418
H -2.597 0.003 -5.172
H -4.541 2.290 -4.605
H -6.879 1.523 -4.474
H -7.534 -0.187 -2.804
H -5.832 -1.116 -1.261
H -3.516 -0.356 -1.381
N -2.538 1.542 1.823
C -3.685 1.290 1.717
N -4.919 1.161 1.567
C -5.724 0.176 1.929
N -6.504 -0.636 2.192
N 3.714 5.556 -1.572
C 2.919 4.598 -1.006
C 2.555 3.445 -1.708
C 1.760 2.510 -1.091
N 1.304 2.631 0.164
C 1.667 3.732 0.833
C 2.461 4.722 0.307
H 3.878 5.539 -2.563
H 3.809 6.448 -1.122
H 2.878 3.282 -2.729
H 1.456 1.617 -1.623
H 1.290 3.816 1.845
H 2.711 5.586 0.909
C -4.324 -5.059 0.532
C -3.291 -4.940 -0.391
C -2.457 -3.831 -0.359
C -2.618 -2.833 0.604
C -3.666 -2.961 1.513
C -4.513 -4.059 1.478
C -1.745 -1.627 0.558
C -1.236 -0.921 1.581
C -1.298 -1.465 2.978
C -0.821 -2.761 3.212
C -0.767 -3.292 4.491
C -1.183 -2.535 5.582
C -1.633 -1.242 5.368
C -1.677 -0.713 4.082
H -4.988 -5.914 0.501
H -3.144 -5.704 -1.145
H -1.669 -3.724 -1.098
H -3.835 -2.184 2.248
H -5.336 -4.119 2.180
H -1.513 -1.319 -0.460
H -0.498 -3.358 2.367
H -0.404 -4.303 4.635
H -1.146 -2.943 6.584
H -1.945 -0.628 6.204
H -2.019 0.308 3.949
*
```

=====

What are the E_tot values for these records? In order: -81716.604; -78645.955 eV.
What are the relative energy (zero: lowest compared OMol25 entry of this formula, charge and spin) values for these records? In order: 34.1; 16.2 kcal per mole.